The following is a DFT calculation (the ωB97M-V functional and the def2-TZVPD basis) of the molecule C4H9NO2 at a distorted geometry.

The geometry in XYZ format:
```
16
Properties=species:S:1:pos:R:3:mulliken_charge:R:1
C 0.767 -0.422 0.222 0.608
C -0.184 1.885 -0.373 -1.216
C -0.036 0.416 -0.673 -0.142
N -0.620 -1.219 0.755 -0.427
C -1.222 -0.437 -0.659 -0.517
O 1.462 0.166 1.261 -0.515
O 1.569 -1.437 -0.347 -0.605
H 2.313 -0.285 1.331 0.332
H 1.505 -1.284 -1.300 0.415
H -0.479 -2.225 0.906 0.277
H -0.952 -0.743 1.590 0.299
H -0.549 2.436 -1.243 0.332
H 0.783 2.311 -0.099 0.315
H -0.873 2.112 0.461 0.301
H -1.282 -1.305 -1.319 0.227
H -2.202 0.032 -0.513 0.316
```

- 2S+1 = 1
- HOMO-LUMO gap (eV) = 6.95
- max |F| (eV Å⁻¹) = 1.23
- relative energy (zero: lowest compared OMol25 entry of this formula, charge and spin) (kcal/mol) = 104.1
- E_HOMO (eV) = -6.3069



The following is a DFT calculation (the ωB97M-V functional and the def2-TZVPD basis) of the molecule C4H9NO2 at a distorted geometry.

The geometry in XYZ format:
```
16
Properties=species:S:1:pos:R:3:mulliken_charge:R:1
C -0.861 -0.512 1.789 -0.987
C -0.289 -1.342 0.654 0.574
N -0.475 -0.834 -0.627 -0.169
C -0.153 0.495 -1.168 -0.455
C 0.654 1.395 -0.222 -0.406
O 0.812 2.648 -0.975 -0.553
O 0.114 -2.481 0.747 -0.601
H -0.996 -1.036 2.728 0.325
H -1.858 -0.240 1.424 0.322
H -0.399 0.444 1.998 0.254
H -0.471 -1.514 -1.373 0.246
H -1.048 1.090 -1.379 0.249
H 0.352 0.372 -2.125 0.330
H 0.005 1.796 0.541 0.166
H 1.626 0.971 0.007 0.396
H 1.735 2.703 -1.261 0.310
```

- 2S+1 = 1
- HOMO-LUMO gap (eV) = 10.07
- max |F| (eV Å⁻¹) = 2.85
- SMILES = CC(=O)NCCO
- relative energy (zero: lowest compared OMol25 entry of this formula, charge and spin) (kcal/mol) = 39.7
- E_HOMO (eV) = -9.3618



The following is a DFT calculation (the ωB97M-V functional and the def2-TZVPD basis) of a cluster of 2 separate species, C4H9NO2 in total.

The geometry in XYZ format:
```
16
Properties=species:S:1:pos:R:3:mulliken_charge:R:1
C -2.624 -0.249 -1.196 -0.976
C 0.191 0.665 -0.850 -0.546
O -0.104 1.576 0.069 -0.340
C 0.444 -0.626 -0.110 -0.019
C 1.964 -0.760 0.053 0.357
O 2.591 -1.731 -0.313 -0.601
N 2.532 0.323 0.655 -0.324
H -2.585 -0.157 -0.106 0.244
H -2.710 -1.302 -1.473 0.269
H -3.474 0.316 -1.584 0.322
H -1.704 0.157 -1.630 0.275
H -0.240 2.418 -0.392 0.396
H -0.028 -0.657 0.883 0.290
H 0.115 -1.478 -0.709 0.240
H 3.533 0.348 0.766 0.219
H 1.979 1.120 0.923 0.195
```

- 2S+1 = 1
- HOMO-LUMO gap (eV) = 9.56
- max |F| (eV Å⁻¹) = 0.39
- relative energy (zero: lowest compared OMol25 entry of this formula, charge and spin) (kcal/mol) = 73.8
- E_HOMO (eV) = -9.0324



The following is a DFT calculation (the ωB97M-V functional and the def2-TZVPD basis) of the molecule C4H9NO2.

The geometry in XYZ format:
```
16
Properties=species:S:1:pos:R:3:mulliken_charge:R:1
C -2.288 0.607 0.801 -1.042
C -1.423 -0.503 0.215 -0.426
N -0.182 -0.015 -0.358 -0.168
C 0.871 0.309 0.444 0.620
O 0.868 0.218 1.648 -0.557
O 1.964 0.728 -0.277 -0.367
C 2.618 -0.329 -0.973 -0.682
H -2.568 1.330 0.028 0.293
H -3.208 0.201 1.233 0.335
H -1.733 1.125 1.589 0.306
H -1.151 -1.222 0.993 0.278
H -1.946 -1.051 -0.576 0.332
H -0.194 0.375 -1.289 0.249
H 3.423 0.121 -1.558 0.225
H 3.029 -1.064 -0.267 0.284
H 1.921 -0.830 -1.654 0.320
```

- 2S+1 = 1
- HOMO-LUMO gap (eV) = 10.74
- max |F| (eV Å⁻¹) = 0.46
- SMILES = CCNC(=O)OC
- relative energy (zero: lowest compared OMol25 entry of this formula, charge and spin) (kcal/mol) = 20.1
- E_HOMO (eV) = -9.9025



The following is a DFT calculation (the ωB97M-V functional and the def2-TZVPD basis) of a structure of composition C4H9NO2.

The geometry in XYZ format:
```
16
Properties=species:S:1:pos:R:3:mulliken_charge:R:1
C -2.170 0.997 0.926 -0.940
C -1.956 -0.482 0.684 -0.344
N -0.749 -0.612 -0.739 -0.275
C 0.631 -0.813 -0.459 0.533
O 1.064 -1.816 0.041 -0.534
O 1.352 0.259 -0.799 -0.352
C 2.751 0.137 -0.494 -0.585
H -2.771 1.481 0.144 0.292
H -2.810 0.994 1.825 0.328
H -1.309 1.648 1.161 0.286
H -1.219 -0.823 1.436 0.080
H -1.174 -1.472 -1.066 0.407
H -0.914 0.154 -1.386 0.296
H 3.216 1.048 -0.871 0.229
H 2.892 0.044 0.586 0.291
H 3.167 -0.745 -0.987 0.288
```

- 2S+1 = 1
- HOMO-LUMO gap (eV) = 7.89
- max |F| (eV Å⁻¹) = 0.50
- relative energy (zero: lowest compared OMol25 entry of this formula, charge and spin) (kcal/mol) = 98.7
- E_HOMO (eV) = -7.3067



The following is a DFT calculation (the ωB97M-V functional and the def2-TZVPD basis) of a structure of composition C4H9NO2 at a distorted geometry.

The geometry in XYZ format:
```
16
Properties=species:S:1:pos:R:3:mulliken_charge:R:1
C -0.592 -0.081 0.087 0.820
C 0.233 1.074 0.055 -0.293
C -1.288 -0.587 -1.123 -1.297
C 2.248 -0.825 -0.018 -0.147
O -0.585 -0.921 1.118 -0.458
O -1.552 1.655 0.646 -0.716
N 1.643 -0.020 -0.758 -0.594
H -0.134 -0.531 1.879 0.397
H -1.691 1.645 1.603 0.225
H 0.193 1.722 -0.801 0.256
H 0.786 1.375 0.934 0.411
H -0.567 -0.698 -1.934 0.330
H -1.772 -1.539 -0.921 0.362
H -2.036 0.149 -1.419 0.322
H 3.189 -1.286 -0.345 0.297
H 1.927 -1.132 0.997 0.086
```

- 2S+1 = 1
- HOMO-LUMO gap (spin up / spin down) (eV) = 8.18 / 8.18
- max |F| (eV Å⁻¹) = 2.85
- relative energy (zero: lowest compared OMol25 entry of this formula, charge and spin) (kcal/mol) = 132.3
- E_HOMO (spin up / spin down) (eV) = -7.7472 / -7.7483